[1]
{"formula": "C36H69N5O5", "method": "ωB97M-V/def2-TZVPD", "smiles": "[H]/N=C(\\C)C[C@@](C#N)(COCCOCC)[C@@](C#N)(CCCCCCOC(=O)C=C)OCCC.CCN(CC)CC.CCN(CC)CC", "energy_ha": -2062.86835, "lumo_energy_ev": 0.5, "gap_ev": 8.90, "symbols": ["C", "C", "C", "O", "O", "C", "C", "C", "C", "C", "C", "C", "C", "N", "O", "C", "C", "C", "C", "C", "N", "C", "O", "C", "C", "O", "C", "C", "C", "C", "C", "N", "H", "H", "H", "H", "H", "H", "H", "H", "H", "H", "H", "H", "H", "H", "H", "H", "H", "H", "H", "H", "H", "H", "H", "H", "H", "H", "H", "H", "H", "H", "H", "H", "H", "H", "H", "H", "H", "H", "H", "C", "C", "N", "C", "C", "C", "C", "H", "H", "H", "H", "H", "H", "H", "H", "H", "H", "H", "H", "H", "H", "H", "C", "C", "N", "C", "C", "C", "C", "H", "H", "H", "H", "H", "H", "H", "H", "H", "H", "H", "H", "H", "H", "H"], "coordinates": [[3.364, 2.488, 4.685], [4.192, 2.056, 3.738], [5.203, 0.963, 4.048], [6.286, 1.241, 4.397], [4.870, -0.352, 3.887], [3.939, -0.809, 4.906], [3.620, -2.267, 4.568], [2.548, -2.907, 5.478], [1.141, -2.266, 5.383], [0.561, -2.229, 3.920], [-0.688, -3.126, 3.756], [-1.893, -2.447, 3.009], [-3.082, -3.361, 3.355], [-4.059, -3.769, 3.726], [-1.996, -1.164, 3.528], [-3.305, -0.620, 3.712], [-3.856, -0.790, 5.175], [-4.511, 0.536, 5.624], [-1.752, -2.538, 1.434], [-1.794, -4.022, 1.121], [-1.797, -5.077, 0.780], [-0.399, -2.048, 0.880], [-0.039, -0.766, 1.319], [1.258, -0.383, 0.868], [1.830, 0.618, 1.914], [1.823, 1.951, 1.404], [0.515, 2.531, 1.519], [0.118, 3.000, 0.090], [-2.976, -1.944, 0.643], [-2.793, -0.501, 0.170], [-2.598, -0.296, -1.358], [-2.809, 0.507, 0.916], [2.360, 2.805, 4.388], [3.749, 2.555, 5.708], [4.177, 2.463, 2.722], [3.057, -0.143, 4.901], [4.443, -0.683, 5.881], [3.404, -2.340, 3.490], [4.556, -2.834, 4.722], [2.529, -4.001, 5.344], [2.892, -2.755, 6.521], [0.484, -2.825, 6.071], [1.152, -1.230, 5.765], [1.353, -2.614, 3.252], [0.425, -1.174, 3.675], [-0.415, -4.102, 3.328], [-1.078, -3.339, 4.766], [-4.050, -0.900, 2.957], [-3.187, 0.470, 3.592], [-3.044, -1.111, 5.845], [-4.626, -1.576, 5.115], [-3.744, 1.261, 5.945], [-5.172, 0.971, 4.862], [-5.093, 0.316, 6.538], [-0.362, -2.157, -0.226], [0.376, -2.756, 1.254], [1.137, 0.209, -0.061], [1.904, -1.263, 0.708], [2.877, 0.337, 2.111], [1.265, 0.614, 2.859], [0.535, 3.386, 2.220], [-0.227, 1.816, 1.915], [1.057, 3.352, -0.367], [-0.188, 2.104, -0.474], [-0.648, 3.787, 0.100], [-3.935, -2.127, 1.153], [-3.039, -2.556, -0.275], [-1.690, -0.799, -1.729], [-3.487, -0.755, -1.835], [-2.627, 0.766, -1.639], [-2.663, 1.361, 0.377], [1.826, -3.942, -2.747], [2.126, -3.323, -4.106], [1.547, -2.004, -4.291], [1.624, -1.532, -5.667], [3.012, -1.274, -6.262], [1.876, -1.019, -3.275], [3.356, -0.689, -3.050], [0.750, -4.007, -2.572], [2.235, -4.952, -2.704], [2.279, -3.377, -1.930], [1.713, -3.992, -4.866], [3.216, -3.319, -4.255], [1.026, -0.620, -5.762], [1.115, -2.267, -6.299], [3.449, -0.348, -5.891], [2.929, -1.172, -7.347], [3.706, -2.093, -6.069], [1.458, -1.360, -2.322], [1.337, -0.091, -3.486], [3.988, -1.579, -3.054], [3.482, -0.203, -2.079], [3.733, 0.005, -3.801], [-0.401, 2.704, -3.607], [-1.131, 2.974, -4.914], [-2.553, 3.223, -4.749], [-3.282, 3.230, -6.009], [-2.957, 4.332, -7.023], [-2.907, 4.281, -3.816], [-2.366, 5.690, -4.089], [-0.844, 1.859, -3.074], [0.644, 2.461, -3.812], [-0.406, 3.573, -2.948], [-1.006, 2.089, -5.546], [-0.625, 3.800, -5.434], [-4.355, 3.255, -5.797], [-3.116, 2.263, -6.495], [-3.388, 5.290, -6.736], [-3.384, 4.071, -7.994], [-1.883, 4.459, -7.168], [-2.576, 3.981, -2.817], [-3.996, 4.331, -3.733], [-1.320, 5.682, -4.401], [-2.430, 6.291, -3.180], [-2.950, 6.205, -4.851]], "mulliken_charge": [-0.773, 0.048, 0.393, -0.515, -0.326, -0.096, -0.555, -1.106, -1.067, 1.592, -1.884, 0.898, -0.209, -0.731, -0.008, -0.511, -0.385, -1.355, 2.501, -0.512, -0.635, -2.763, 1.235, -0.339, -0.675, -0.499, 0.246, -0.918, -1.285, 0.289, -1.143, -0.425, 0.293, 0.293, 0.358, 0.026, 0.412, 0.207, 0.398, 0.319, 0.476, 0.500, 0.428, 0.085, -0.759, 0.168, 0.751, 0.250, 0.440, 0.146, 0.382, 0.314, 0.322, 0.442, 0.424, 0.810, -0.067, 0.393, 0.028, 0.386, 0.338, -0.183, 0.372, -0.016, 0.494, 0.553, 0.600, 0.150, 0.405, 0.269, 0.275, -1.352, -0.371, 0.297, -0.439, -1.029, 0.825, -1.334, 0.294, 0.474, 0.218, 0.474, 0.270, 0.132, 0.442, 0.223, 0.421, 0.277, -0.675, -0.091, 0.294, 0.388, 0.329, -1.086, -0.605, 0.204, -0.703, -0.987, -0.544, -1.098, -0.044, 0.489, 0.442, 0.512, 0.207, 0.358, 0.403, 0.228, 0.399, 0.270, 0.072, 0.502, 0.237, 0.410, 0.299]}

=====

[2]
{"formula": "C36H70BrN2O17P4", "method": "ωB97M-V/def2-TZVPD", "energy_ha": -6741.62858, "lumo_energy_ev": -4.7, "charge": 1, "gap_ev": 6.69, "symbols": ["O", "C", "Br", "C", "C", "C", "C", "C", "N", "C", "C", "C", "C", "C", "C", "N", "H", "H", "H", "H", "H", "H", "H", "H", "H", "H", "O", "P", "O", "C", "C", "O", "C", "C", "O", "C", "C", "H", "H", "H", "H", "H", "H", "H", "H", "H", "H", "H", "H", "H", "H", "H", "O", "P", "O", "C", "C", "O", "C", "C", "O", "C", "C", "H", "H", "H", "H", "H", "H", "H", "H", "H", "H", "H", "H", "H", "H", "H", "O", "P", "O", "C", "C", "O", "C", "C", "O", "C", "C", "H", "H", "H", "H", "H", "H", "H", "H", "H", "H", "H", "H", "H", "H", "H", "O", "P", "O", "C", "C", "O", "C", "C", "O", "C", "C", "H", "H", "H", "H", "H", "H", "H", "H", "H", "H", "H", "H", "H", "H", "H"], "coordinates": [[-2.804, 4.094, 4.228], [-2.999, 3.195, 3.499], [-4.794, 2.851, 2.861], [-1.905, 2.227, 3.003], [-0.800, 2.296, 4.036], [-0.691, 1.248, 4.960], [0.288, 1.348, 5.925], [1.059, 2.510, 5.856], [0.876, 3.405, 4.908], [1.745, 4.577, 4.868], [1.136, 5.778, 4.539], [1.891, 6.942, 4.501], [3.242, 6.842, 4.797], [3.857, 5.643, 5.135], [3.091, 4.487, 5.176], [-0.041, 3.366, 3.953], [-2.362, 1.243, 2.948], [-1.581, 2.622, 2.039], [-1.364, 0.405, 4.899], [0.437, 0.603, 6.693], [1.825, 2.685, 6.596], [0.077, 5.796, 4.315], [1.414, 7.882, 4.263], [3.845, 7.742, 4.774], [4.911, 5.659, 5.374], [3.563, 3.553, 5.456], [2.678, 9.070, 1.236], [2.708, 8.927, -0.246], [1.783, 10.148, -0.796], [2.242, 11.496, -0.631], [3.277, 11.867, -1.677], [1.665, 7.663, -0.412], [1.511, 6.705, 0.627], [0.183, 6.914, 1.323], [3.451, 8.600, -1.639], [2.908, 7.816, -2.714], [1.718, 8.448, -3.397], [2.642, 11.636, 0.376], [1.368, 12.138, -0.731], [4.191, 11.282, -1.551], [3.537, 12.923, -1.600], [2.901, 11.667, -2.680], [2.338, 6.752, 1.335], [1.534, 5.714, 0.164], [0.102, 7.927, 1.722], [0.059, 6.203, 2.140], [-0.642, 6.785, 0.622], [2.691, 6.803, -2.382], [3.720, 7.726, -3.437], [0.843, 8.465, -2.750], [1.464, 7.879, -4.292], [1.936, 9.476, -3.685], [-3.497, 1.573, -0.411], [-4.109, 1.086, -1.681], [-2.927, 1.262, -2.791], [-1.762, 0.438, -2.689], [-2.013, -0.955, -3.234], [-5.057, 2.375, -2.042], [-5.579, 3.218, -1.015], [-4.843, 4.541, -1.009], [-5.024, 0.069, -2.534], [-5.944, 0.443, -3.576], [-5.280, 1.014, -4.805], [-1.424, 0.392, -1.649], [-0.979, 0.927, -3.268], [-2.747, -1.486, -2.622], [-1.091, -1.538, -3.242], [-2.412, -0.909, -4.247], [-5.519, 2.731, -0.045], [-6.636, 3.387, -1.234], [-3.771, 4.392, -0.875], [-5.211, 5.189, -0.212], [-4.978, 5.052, -1.963], [-6.716, 1.104, -3.190], [-6.452, -0.483, -3.850], [-4.847, 1.995, -4.612], [-6.017, 1.124, -5.602], [-4.479, 0.363, -5.155], [-0.837, -5.261, -3.987], [-1.025, -6.259, -2.890], [-1.394, -7.588, -3.789], [-0.368, -8.194, -4.580], [0.546, -9.068, -3.738], [-2.526, -5.797, -2.406], [-2.927, -4.427, -2.451], [-3.907, -4.218, -3.586], [-0.837, -7.177, -1.549], [-1.899, -7.663, -0.713], [-2.799, -8.675, -1.380], [0.206, -7.425, -5.104], [-0.871, -8.801, -5.333], [1.113, -8.467, -3.022], [1.256, -9.601, -4.371], [-0.033, -9.793, -3.166], [-2.067, -3.766, -2.544], [-3.414, -4.197, -1.499], [-3.471, -4.522, -4.538], [-4.209, -3.171, -3.655], [-4.797, -4.829, -3.433], [-2.467, -6.836, -0.290], [-1.397, -8.143, 0.131], [-3.405, -8.222, -2.162], [-3.473, -9.109, -0.640], [-2.216, -9.475, -1.836], [4.720, -7.844, 3.556], [3.945, -7.857, 2.289], [4.592, -6.646, 1.404], [5.934, -6.785, 0.924], [6.000, -7.666, -0.310], [2.560, -7.139, 2.811], [2.133, -7.249, 4.167], [2.352, -5.935, 4.886], [3.191, -8.600, 1.069], [1.927, -8.211, 0.512], [1.949, -6.880, -0.197], [6.577, -7.178, 1.716], [6.284, -5.781, 0.682], [5.719, -8.695, -0.073], [7.011, -7.676, -0.720], [5.310, -7.311, -1.076], [2.640, -8.065, 4.678], [1.066, -7.487, 4.151], [3.399, -5.636, 4.841], [2.050, -6.008, 5.933], [1.771, -5.142, 4.409], [1.143, -8.253, 1.266], [1.683, -8.990, -0.214], [2.082, -6.052, 0.499], [1.008, -6.728, -0.721], [2.766, -6.835, -0.919]], "mulliken_charge": [-0.421, 0.446, -0.110, -0.659, 0.359, -0.341, -0.942, 0.215, 0.724, 0.397, -0.141, -0.885, -0.374, -0.895, -0.292, -0.687, 0.458, 0.314, 0.434, 0.460, 0.524, 0.668, 0.394, 0.414, 0.418, 0.476, -0.786, 1.084, -0.278, -0.346, -0.955, -0.328, -0.420, -0.786, -0.326, -0.158, -0.930, 0.295, 0.313, 0.265, 0.404, 0.203, 0.356, 0.375, 0.243, -0.036, 0.413, 0.223, 0.355, 0.264, 0.400, 0.187, -0.639, 0.984, -0.271, -0.464, -0.657, -0.404, -0.131, -1.121, -0.283, -0.237, -0.933, 0.267, 0.323, 0.026, 0.506, 0.158, 0.132, 0.327, 0.221, 0.401, 0.333, 0.236, 0.366, 0.264, 0.426, 0.177, -0.782, 1.166, -0.351, -0.419, -0.779, -0.287, -0.322, -1.048, -0.458, -0.145, -1.072, 0.284, 0.316, 0.103, 0.460, 0.183, 0.216, 0.395, 0.269, 0.231, 0.349, 0.317, 0.321, 0.254, 0.442, 0.208, -0.797, 1.034, -0.272, -0.380, -0.943, -0.344, -0.370, -1.145, -0.341, -0.153, 0.132, 0.320, 0.302, 0.256, 0.407, 0.198, 0.389, 0.332, 0.287, 0.397, 0.273, 0.157, 0.290, 0.377, -0.415, 0.170]}

=====

[3]
{"formula": "C36H70Cl14F6NO8P", "method": "ωB97M-V/def2-TZVPD", "energy_ha": -9452.32437, "lumo_energy_ev": -1.9, "gap_ev": 6.60, "symbols": ["C", "C", "C", "N", "C", "C", "C", "C", "C", "H", "H", "H", "H", "H", "H", "H", "H", "H", "H", "H", "H", "H", "H", "H", "H", "H", "H", "P", "F", "F", "F", "F", "F", "F", "Cl", "C", "C", "Cl", "H", "H", "H", "H", "Cl", "C", "C", "Cl", "H", "H", "H", "H", "Cl", "C", "C", "Cl", "H", "H", "H", "H", "Cl", "C", "C", "Cl", "H", "H", "H", "H", "Cl", "C", "C", "Cl", "H", "H", "H", "H", "Cl", "C", "C", "Cl", "H", "H", "H", "H", "Cl", "C", "C", "Cl", "H", "H", "H", "H", "C", "O", "C", "C", "O", "C", "H", "H", "H", "H", "H", "H", "H", "H", "H", "H", "C", "O", "C", "C", "O", "C", "H", "H", "H", "H", "H", "H", "H", "H", "H", "H", "C", "C", "C", "O", "C", "C", "C", "O", "O", "O", "H", "H", "H", "H"], "coordinates": [[14.019, 12.520, 3.759], [13.337, 12.197, 2.421], [13.586, 13.235, 1.401], [13.148, 12.735, -0.017], [11.652, 12.298, -0.098], [14.097, 11.707, -0.593], [13.997, 11.833, -2.111], [13.627, 13.226, -2.451], [13.352, 13.876, -1.113], [14.125, 11.621, 4.367], [13.589, 13.311, 4.373], [15.019, 12.877, 3.514], [12.276, 11.998, 2.572], [13.735, 11.230, 2.115], [14.636, 13.491, 1.265], [13.058, 14.156, 1.647], [11.086, 13.228, -0.154], [11.284, 11.859, 0.830], [11.435, 11.724, -0.999], [13.802, 10.772, -0.117], [15.079, 12.113, -0.350], [13.327, 11.119, -2.590], [14.923, 11.676, -2.665], [12.754, 13.231, -3.103], [14.462, 13.825, -2.815], [12.633, 14.695, -1.128], [14.269, 14.359, -0.776], [11.258, 14.879, -3.361], [11.696, 13.800, -4.544], [11.589, 16.145, -4.287], [9.737, 14.904, -3.952], [10.705, 15.947, -2.259], [10.912, 13.622, -2.271], [12.714, 15.014, -2.646], [9.452, 11.396, -0.702], [9.721, 11.188, -2.467], [11.228, 11.139, -2.762], [11.976, 9.799, -1.976], [9.140, 11.964, -2.965], [9.329, 10.201, -2.714], [11.862, 11.996, -2.537], [11.479, 10.981, -3.811], [8.192, 9.128, 0.932], [9.624, 9.286, 1.993], [10.702, 9.995, 1.208], [11.965, 10.176, 2.389], [9.946, 8.287, 2.286], [9.160, 9.828, 2.818], [10.522, 10.971, 0.759], [11.055, 9.293, 0.452], [14.307, 9.200, 2.750], [13.368, 8.322, 1.568], [14.255, 7.880, 0.418], [14.681, 9.276, -0.655], [12.593, 8.969, 1.156], [12.748, 7.545, 2.015], [13.675, 7.174, -0.177], [15.126, 7.346, 0.800], [14.232, 16.533, -0.226], [12.590, 16.908, -0.840], [11.464, 16.880, 0.232], [11.189, 15.171, 0.769], [12.338, 16.130, -1.560], [12.720, 17.806, -1.444], [10.542, 17.182, -0.264], [11.670, 17.466, 1.127], [19.474, 11.589, 2.450], [18.465, 11.471, 1.001], [17.080, 12.163, 1.191], [16.039, 11.197, 2.231], [18.196, 10.433, 0.808], [19.084, 11.829, 0.178], [16.463, 12.390, 0.321], [17.165, 13.112, 1.720], [10.522, 13.008, 2.325], [10.170, 12.020, 3.789], [11.509, 11.892, 4.574], [11.463, 10.689, 5.901], [9.892, 10.998, 3.528], [9.394, 12.525, 4.365], [11.711, 12.887, 4.972], [12.350, 11.547, 3.973], [15.648, 15.176, 4.399], [16.252, 13.519, 4.492], [17.568, 13.568, 5.297], [18.863, 14.565, 4.519], [16.287, 13.057, 3.505], [15.437, 13.012, 5.008], [17.887, 12.528, 5.367], [17.564, 13.837, 6.353], [17.138, 14.870, -4.216], [16.906, 13.595, -3.651], [18.032, 12.934, -3.087], [17.627, 11.521, -2.666], [16.678, 11.435, -1.545], [16.692, 10.099, -1.020], [16.774, 15.683, -3.587], [16.572, 15.090, -5.121], [18.174, 15.123, -4.440], [18.340, 13.498, -2.207], [18.859, 12.912, -3.796], [18.580, 11.104, -2.339], [17.193, 11.022, -3.532], [17.702, 9.832, -0.711], [16.314, 9.388, -1.755], [16.043, 10.005, -0.149], [16.513, 13.873, -1.278], [16.129, 13.926, 0.076], [16.318, 15.243, 0.630], [16.040, 15.316, 2.124], [14.690, 14.951, 2.360], [13.843, 16.044, 2.791], [17.552, 14.194, -1.359], [15.898, 14.497, -1.926], [16.299, 12.841, -1.555], [15.750, 16.023, 0.122], [17.329, 15.553, 0.368], [16.313, 16.290, 2.529], [16.755, 14.676, 2.642], [13.908, 16.923, 2.149], [14.124, 16.348, 3.799], [12.788, 15.774, 2.825], [15.065, 9.261, 7.270], [13.995, 9.385, 6.494], [13.964, 10.034, 5.139], [12.941, 10.374, 4.566], [15.317, 10.381, 4.661], [16.419, 10.284, 5.428], [16.332, 9.911, 6.873], [17.238, 10.031, 7.644], [17.658, 10.624, 4.927], [12.819, 8.694, 6.729], [14.993, 8.581, 8.106], [15.484, 10.687, 3.639], [18.258, 10.788, 5.658], [12.219, 8.717, 5.980]], "mulliken_charge": [-1.286, 3.792, -0.008, 1.685, -1.846, 0.640, -1.986, -2.682, 0.825, 1.027, 0.724, -1.023, -0.283, -0.932, 0.098, -0.169, 0.962, -1.128, -0.641, -0.292, -0.682, 0.544, 0.095, 1.670, -0.349, 0.279, 0.083, 1.592, -0.348, -0.435, -0.436, -0.412, -0.345, -0.777, -0.070, -0.633, 1.003, -0.191, 0.408, 0.504, -0.870, 0.628, -0.223, -0.057, -0.254, 0.196, 0.549, 0.131, -0.040, 1.002, 0.088, 1.152, -1.174, -0.032, -1.268, 0.662, 0.529, 0.461, -0.087, 0.500, -1.061, 0.072, -0.328, 0.595, 0.558, 0.475, -0.165, -0.325, -0.724, 0.443, 0.214, 0.240, -0.476, 0.381, 0.069, -0.119, 0.001, -0.442, -0.456, 0.563, 0.471, -1.137, -0.477, -0.298, 0.371, -0.204, -0.214, 0.840, -0.372, 0.513, -0.830, -0.272, -0.400, -1.021, 1.547, -1.815, 0.234, 0.311, 0.382, 0.324, 0.549, 0.535, 0.306, 0.574, 0.333, 0.595, -1.269, 0.379, -1.091, -0.574, 0.588, -1.023, 1.645, -0.639, 0.790, -0.214, 0.902, 0.619, -0.290, 0.373, 0.606, 0.200, -0.948, -0.407, 0.463, -0.242, 0.859, -0.065, 0.363, -0.592, -0.604, -0.682, 0.500, -1.576, 0.347, 0.351]}